No. 1
{
  "formula": "C29H25IO14",
  "method": "the ωB97M-V functional and the def2-TZVPD basis",
  "e_homo_ev": -9.2690,
  "multiplicity": 1,
  "e_lumo_ev": -1.7,
  "e_tot_ev": -67241.9521,
  "total_charge": 0,
  "smiles": "CCC1=CC(=O)C=C(CCCI)C1=O.O=C1C=C(O)C(=O)C=C1O.O=C1C=C(O)C(=O)C=C1O.O=C1C=C(O)C(=O)C=C1O",
  "species": ["I", "O", "O", "O", "O", "O", "O", "O", "O", "O", "O", "O", "O", "O", "O", "C", "C", "C", "C", "C", "C", "C", "C", "C", "C", "C", "C", "C", "C", "C", "C", "C", "C", "C", "C", "C", "C", "C", "C", "C", "C", "C", "C", "C", "H", "H", "H", "H", "H", "H", "H", "H", "H", "H", "H", "H", "H", "H", "H", "H", "H", "H", "H", "H", "H", "H", "H", "H", "H"],
  "positions_angstrom": [[0.8783, 2.7152, 0.0528], [-7.0074, 4.1452, 1.5664], [-4.9971, 5.0203, 0.1850], [-3.0398, 0.7804, 0.6964], [2.5949, -0.8333, -5.5036], [-0.1629, 1.5982, 5.6255], [2.1124, 2.2483, 6.6849], [4.8189, -2.0579, -6.0248], [1.6763, -1.5175, 9.4669], [3.5095, -2.1073, -10.5388], [4.1337, -0.9527, -1.9289], [-0.5819, -2.1837, 8.3849], [-0.1793, -2.3911, -0.0031], [-5.0729, -0.1145, 2.0379], [1.3050, -0.8541, -10.0246], [1.5292, 1.1614, 7.1650], [1.8188, -0.7808, -2.3469], [3.3658, -1.8359, -9.3601], [0.0238, 1.4340, 1.5413], [2.0461, 0.4061, 8.1443], [-0.0043, -1.0930, 7.9128], [0.5838, -1.5510, -0.4272], [0.6249, -1.1404, -1.8692], [-3.8892, 2.9526, 0.3414], [-0.6051, -1.1223, -2.7480], [0.2065, 0.8360, 6.5032], [1.8022, -0.7553, -7.7285], [-5.1400, 1.1444, 1.6341], [-3.9287, 1.6019, 0.8505], [-0.5213, -0.3357, 6.9335], [1.3136, -0.7620, 8.5841], [4.3116, -2.1590, -8.3158], [2.0902, -1.1047, -8.9909], [1.6030, -0.9304, 0.4918], [2.7453, -1.0881, -6.6855], [4.0260, -1.8094, -7.0521], [3.0186, -0.7791, -1.4803], [-1.8372, -1.8876, -2.2712], [-6.1333, 3.3161, 1.3925], [1.0531, 0.6661, 2.3762], [2.7778, -0.5853, -0.0316], [-6.1754, 1.9568, 1.8883], [-4.9256, 3.7661, 0.5949], [1.2533, -0.7963, 1.9492], [0.3599, -1.3872, 2.1540], [-0.5475, 2.1139, 2.1671], [-4.2175, -0.4615, 1.7142], [2.0145, 1.1797, 2.3669], [0.6864, 0.6684, 3.4053], [1.7647, -1.2250, -10.8056], [-0.6837, 0.7864, 1.0307], [5.2213, -2.6751, -8.5873], [-3.0202, 3.2663, -0.2210], [-5.8508, 5.3650, 0.5177], [0.8948, -0.2345, -7.4576], [1.5128, 2.5953, 5.9943], [-1.4614, -0.5646, 6.4519], [1.9716, -0.5148, -3.3849], [-1.6316, -2.9520, -2.1713], [-7.0433, 1.6403, 2.4489], [-0.8747, -0.0656, -2.8592], [0.0114, -2.5217, 9.0865], [-2.1717, -1.5219, -1.3047], [-0.3195, -1.4639, -3.7447], [3.5868, -0.1895, 0.5721], [2.9888, 0.6322, 8.6219], [4.3747, -1.7081, -5.2253], [2.0607, -1.2255, 2.5469], [-2.6476, -1.7569, -2.9894]],
  "atomic_forces_ev_per_a": [[-0.1, 0.0, -0.1], [0.0, 0.0, 0.0], [0.0, 0.0, 0.0], [-0.1, -0.1, 0.0], [0.0, 0.0, 0.0], [0.0, 0.0, 0.0], [0.0, 0.0, 0.0], [0.0, 0.0, 0.0], [0.0, 0.0, 0.0], [-0.1, 0.0, 0.0], [0.0, 0.2, 0.0], [0.0, 0.0, 0.0], [-0.1, 0.1, 0.0], [0.0, 0.0, 0.0], [0.0, 0.0, 0.0], [0.0, 0.0, 0.0], [-0.1, 0.0, 0.1], [0.1, -0.1, 0.1], [0.0, 0.0, 0.3], [0.0, -0.1, 0.1], [0.0, 0.0, 0.0], [0.1, 0.0, 0.0], [0.1, 0.0, -0.1], [0.1, 0.0, 0.0], [-0.2, 0.1, 0.1], [-0.1, -0.1, 0.0], [0.0, 0.0, 0.1], [0.0, 0.0, 0.0], [0.1, 0.1, -0.1], [0.0, 0.1, -0.1], [0.1, 0.1, 0.0], [0.0, 0.0, -0.1], [0.0, 0.0, 0.0], [0.0, 0.0, -0.1], [0.0, 0.0, 0.0], [0.0, 0.0, 0.0], [0.1, 0.0, 0.0], [0.1, 0.0, -0.1], [0.0, -0.1, 0.1], [-0.2, -0.1, -0.1], [-0.1, 0.0, 0.1], [-0.1, 0.1, 0.0], [0.0, 0.0, 0.0], [0.1, 0.0, 0.0], [0.0, 0.1, 0.0], [0.0, 0.0, 0.0], [0.0, 0.0, 0.0], [0.0, 0.1, 0.1], [0.1, 0.0, 0.0], [0.0, 0.0, 0.0], [0.1, 0.0, -0.1], [0.0, 0.0, 0.0], [0.0, 0.0, 0.0], [0.0, 0.0, 0.0], [0.0, 0.0, 0.0], [0.0, 0.0, 0.0], [0.0, 0.0, 0.0], [0.0, -0.1, 0.0], [0.0, 0.0, 0.0], [0.0, 0.0, 0.0], [0.0, 0.0, 0.0], [0.0, 0.0, 0.0], [-0.1, 0.0, 0.1], [0.1, 0.0, 0.0], [0.1, -0.1, 0.0], [0.0, 0.0, 0.0], [0.0, 0.0, 0.0], [0.0, 0.0, 0.0], [0.0, 0.0, 0.0]],
  "mulliken_charge": [-0.027, -0.629, -0.584, -0.522, -0.502, -0.660, -0.580, -0.565, -0.627, -0.630, -0.591, -0.575, -0.590, -0.605, -0.582, 0.321, -0.447, 1.072, -0.913, -0.948, 0.401, 0.532, 0.436, -1.103, -0.482, 1.084, -1.174, 0.377, 0.927, -1.078, 1.032, -0.959, 0.454, 0.458, 0.937, 0.324, -0.201, -1.193, 1.030, 0.150, -0.079, -0.959, 0.426, -1.466, 0.403, 0.510, 0.354, 0.442, -0.136, 0.373, 0.142, 0.432, 0.455, 0.373, 0.453, 0.360, 0.458, 0.718, 0.341, 0.441, 0.286, 0.378, 0.171, 0.299, 0.454, 0.427, 0.312, 0.455, 0.406]
}

No. 2
{
  "formula": "C3H9N3O3",
  "method": "the ωB97M-V functional and the def2-TZVPD basis",
  "e_homo_ev": -9.5985,
  "multiplicity": 1,
  "e_lumo_ev": 0.8,
  "e_tot_ev": -13864.5608,
  "total_charge": 0,
  "smiles": "CN(CCO)N(O)N=O",
  "species": ["O", "O", "O", "N", "N", "N", "C", "C", "C", "H", "H", "H", "H", "H", "H", "H", "H", "H"],
  "positions_angstrom": [[0.7951, 2.7225, -1.2190], [-1.9178, -0.7884, -0.7642], [-0.4148, -2.2523, -1.9140], [-0.6647, -1.0303, -0.1980], [0.1230, -1.8173, -0.8891], [-0.2631, -0.2205, 0.8153], [-0.0747, 1.7114, -0.7068], [0.6218, 0.8878, 0.3871], [0.2258, -1.1139, 1.8712], [-0.9278, 2.2010, -0.2754], [-0.6087, -1.7210, 2.1537], [-0.4334, 1.0344, -1.5246], [1.1060, -1.7435, 1.5259], [1.5440, 0.4523, -0.0763], [-1.9480, -1.4984, -1.4061], [0.5813, -0.5726, 2.7700], [0.8565, 1.5130, 1.2639], [1.3995, 2.2358, -1.8136]],
  "atomic_forces_ev_per_a": [[0.2, -1.0, -0.4], [0.3, 1.1, 1.7], [0.3, -0.3, 0.5], [-0.8, -0.4, -1.7], [-0.1, 0.6, -0.2], [0.3, 0.1, 0.7], [0.2, -0.4, -0.3], [0.2, -0.7, -0.8], [1.7, 0.2, 0.3], [-0.5, 0.3, 0.1], [-0.3, -0.6, 0.2], [0.3, 0.6, 0.6], [-1.1, 0.6, 0.3], [-0.3, 0.4, 0.6], [0.0, -0.8, -1.0], [-0.4, 0.1, -0.6], [-0.1, -0.4, -0.4], [-0.3, 0.7, 0.4]],
  "mulliken_charge": [-0.512, -0.439, -0.599, 0.513, -0.020, -0.169, -0.528, -0.278, -0.906, 0.341, 0.325, 0.304, 0.328, 0.314, 0.403, 0.352, 0.246, 0.326]
}

No. 3
{
  "formula": "C22H41ClIrNP3S",
  "method": "the ωB97M-V functional and the def2-TZVPD basis",
  "e_homo_ev": [-15.0232, -15.9088],
  "multiplicity": 5,
  "e_lumo_ev": [-10.5, -12.1],
  "e_tot_ev": -79003.1689,
  "total_charge": 3,
  "species": ["Ir", "Cl", "S", "P", "P", "P", "N", "C", "C", "C", "C", "C", "C", "C", "C", "C", "C", "C", "C", "C", "C", "C", "C", "C", "C", "C", "C", "C", "C", "H", "H", "H", "H", "H", "H", "H", "H", "H", "H", "H", "H", "H", "H", "H", "H", "H", "H", "H", "H", "H", "H", "H", "H", "H", "H", "H", "H", "H", "H", "H", "H", "H", "H", "H", "H", "H", "H", "H", "H", "H"],
  "positions_angstrom": [[0.5471, -0.3582, 0.0851], [0.3459, -2.2582, 5.3602], [0.1432, -1.0908, -4.2692], [-0.3747, 1.6041, 0.6257], [-1.4820, -1.0813, -0.6396], [2.5268, 0.6756, -0.3317], [0.7173, -1.9106, 1.4728], [-2.5601, -0.0047, -1.6648], [-0.9291, 0.7852, -5.7832], [2.4907, -2.3192, -3.5812], [0.5731, 2.6234, 1.8255], [-2.5081, -1.5249, 0.8313], [0.6733, -4.2443, 1.9322], [-0.7511, 2.7397, -0.7598], [-1.8968, -1.4970, -5.9339], [0.6119, -1.6244, 2.7940], [0.8269, -3.1803, 1.0465], [-0.8914, -0.6039, -5.4566], [-1.9609, 1.6092, 1.5545], [2.5884, 2.3678, -1.0340], [3.3649, 0.7677, 1.2848], [3.7387, -0.2030, -1.3574], [-2.9150, -0.9859, -6.7318], [0.5161, -2.6695, 3.7180], [-2.9642, 0.3809, -7.0353], [0.5078, -3.9947, 3.2922], [-1.9682, 1.2577, -6.5633], [-1.4837, -2.6385, -1.5501], [1.6554, -2.4669, -2.3784], [3.6388, 2.6393, -1.2233], [-1.1859, 3.6592, -0.3471], [-1.9349, 0.8553, 2.3501], [2.7989, 1.3710, 1.9975], [3.2219, -1.5089, -3.5608], [3.4817, -0.2424, 1.6900], [1.8441, -2.1263, -4.4960], [4.6779, 0.3648, -1.4003], [-2.8274, 1.4293, 0.9094], [-2.0257, -2.5338, -2.4950], [-1.4671, 2.2951, -1.4539], [0.6658, -5.2465, 1.5220], [3.0635, -3.2420, -3.7421], [0.9224, -3.2811, -2.4966], [-1.8724, -3.4608, -0.9420], [-3.2520, -0.7506, 1.0530], [-3.6745, -1.6697, -7.1191], [0.1506, 2.9967, -1.3188], [2.1773, -2.4938, -1.4240], [-2.0122, 2.3178, -6.8048], [-2.0473, 0.1742, -2.6209], [3.3242, -0.2641, -2.3652], [-2.0834, 2.5967, 2.0239], [-3.7918, 0.7573, -7.6325], [4.3530, 1.2180, 1.1433], [-1.8664, -2.5440, -5.6089], [1.4464, 3.1052, 1.3813], [0.5740, -0.5775, 3.0894], [0.3613, -4.7838, 4.0198], [-1.8791, -1.6740, 1.7177], [-0.4521, -2.8542, -1.7964], [-3.0212, -2.4693, 0.6093], [-3.5099, -0.5268, -1.8619], [3.9454, -1.2082, -0.9681], [2.0493, 2.3892, -1.9911], [-0.0992, 3.4006, 2.2111], [1.0149, -3.3349, -0.0164], [2.1537, 3.1245, -0.3692], [-0.1631, 1.4192, -5.3328], [0.8877, 2.0020, 2.6705], [-2.7825, 0.9512, -1.1739]],
  "atomic_forces_ev_per_a": [[0.0, -0.5, -0.3], [0.0, -0.1, 0.2], [-0.5, 0.3, 1.2], [-1.1, 2.4, 1.0], [-3.2, -0.7, -0.8], [2.7, 1.2, -0.3], [0.7, 0.4, 0.6], [0.3, 0.2, 0.1], [-0.5, -0.3, -0.3], [0.2, 0.5, -1.4], [0.2, -0.2, -0.1], [0.1, 0.2, 0.3], [0.1, 0.2, -0.2], [0.3, -0.1, -0.2], [-0.2, 0.5, -0.3], [-0.1, -1.0, -0.2], [-0.3, -0.5, 0.3], [-1.3, 0.7, -0.4], [-0.1, -0.5, 0.0], [-0.3, 0.0, -0.1], [-0.3, 0.0, 0.3], [-0.3, -0.2, -0.1], [0.2, -0.6, 0.2], [-0.1, 0.8, -0.1], [0.3, -0.1, 0.1], [0.0, 0.1, -0.4], [0.2, 0.2, 0.1], [0.6, -0.3, -0.1], [0.5, -1.5, 0.1], [-0.3, -0.2, 0.1], [0.1, -0.2, 0.1], [-0.1, 0.2, -0.1], [0.2, -0.1, -0.1], [-0.1, -0.3, 0.0], [0.1, 0.1, -0.1], [1.4, -0.9, 1.0], [-0.3, 0.0, 0.2], [0.2, 0.0, 0.2], [0.0, 0.0, 0.2], [0.2, 0.1, 0.1], [0.1, 0.0, 0.2], [0.0, -0.1, 0.1], [0.4, 0.6, 0.1], [-0.1, 0.2, -0.1], [0.2, -0.2, -0.1], [0.2, 0.3, 0.1], [-0.2, 0.0, 0.1], [0.0, 0.2, 0.1], [-0.1, -0.2, 0.0], [-0.2, 0.0, 0.2], [0.2, 0.0, 0.2], [0.1, -0.3, -0.3], [0.2, 0.0, 0.1], [-0.1, -0.1, 0.0], [0.0, 0.4, -0.4], [-0.2, -0.1, 0.2], [0.0, -0.3, 0.0], [0.1, -0.1, -0.1], [-0.3, 0.0, -0.2], [-0.4, -0.2, -0.1], [0.1, 0.3, 0.0], [0.4, 0.0, 0.2], [-0.1, 0.3, -0.1], [0.2, 0.0, 0.2], [0.2, -0.2, -0.2], [-0.2, 0.0, 0.4], [0.2, -0.3, -0.3], [-0.3, -0.1, -0.4], [-0.1, 0.2, -0.1], [0.0, -0.4, -0.2]],
  "mulliken_spin": [1.424, 0.000, 0.536, 0.053, 0.086, 0.133, 0.077, 0.038, 0.148, -0.037, 0.017, 0.051, -0.004, 0.018, 0.162, 0.026, 0.011, 0.042, 0.018, 0.026, 0.038, 0.062, -0.064, 0.002, 0.199, 0.025, -0.061, 0.136, 0.698, 0.003, 0.006, 0.003, -0.003, 0.003, 0.002, 0.019, 0.002, -0.002, 0.004, -0.004, 0.001, 0.064, -0.017, 0.000, 0.002, 0.000, -0.007, 0.104, -0.001, -0.012, -0.013, 0.000, 0.008, 0.013, 0.004, -0.003, 0.000, 0.000, 0.003, -0.019, 0.001, 0.005, 0.000, -0.003, 0.000, -0.025, 0.001, 0.003, 0.004, -0.003]
}

No. 4
{
  "formula": "C33H35I2N7O7S2Zn",
  "method": "the ωB97M-V functional and the def2-TZVPD basis",
  "e_homo_ev": -7.3750,
  "multiplicity": 1,
  "e_lumo_ev": -0.5,
  "e_tot_ev": -145841.5769,
  "total_charge": 0,
  "species": ["I", "I", "Zn", "S", "S", "O", "O", "O", "O", "O", "O", "O", "N", "N", "N", "N", "N", "N", "N", "C", "C", "C", "C", "C", "C", "C", "C", "C", "C", "C", "C", "C", "C", "C", "C", "C", "C", "C", "C", "C", "C", "C", "C", "C", "C", "C", "C", "C", "C", "C", "C", "C", "H", "H", "H", "H", "H", "H", "H", "H", "H", "H", "H", "H", "H", "H", "H", "H", "H", "H", "H", "H", "H", "H", "H", "H", "H", "H", "H", "H", "H", "H", "H", "H", "H", "H", "H"],
  "positions_angstrom": [[-0.4053, -1.7107, 7.6382], [-4.2952, 0.3158, 3.5557], [-0.6035, 0.9409, 0.3440], [1.9289, -0.0282, -1.5357], [-1.9574, -4.6549, -0.8591], [-1.1367, -1.2160, -5.1063], [-2.2970, -2.9932, -4.7018], [-2.0858, -5.8898, -0.1271], [1.6078, -1.1906, -0.7455], [-1.3462, -3.5154, -0.2249], [1.8878, -0.1154, -2.9754], [-1.6586, 0.0449, 1.7860], [-2.9457, -1.9078, -2.1271], [1.0158, 1.1722, -0.9752], [1.0813, 1.0338, 1.9257], [-0.7088, 2.5805, -1.3323], [-1.0520, 2.7216, 1.6478], [-1.8493, -0.2190, -1.2026], [-1.7998, -1.9172, -4.3708], [-2.2097, 3.3748, 1.5205], [-1.3606, -0.2726, 3.0116], [6.2356, 1.0239, -0.4802], [0.2960, -4.4687, -2.4354], [7.6715, 1.3232, -0.1419], [-1.1394, -4.9873, -2.4221], [-3.6617, -1.2841, 0.1680], [1.0503, 2.6957, -2.9559], [4.3882, 1.0585, -2.0395], [1.1206, -0.3211, 2.5292], [0.4822, 2.1582, -1.7900], [5.4219, 0.3547, 0.4339], [0.3403, 3.6436, -3.6581], [-2.0259, -1.4315, -3.0524], [-1.3763, -0.3946, -2.4649], [-3.8939, -3.0154, -2.2463], [-2.6565, 4.2951, 2.4446], [-0.6658, 3.8674, 3.6902], [3.5943, 0.4020, -1.1111], [-0.9028, 4.0663, -3.1939], [-2.8045, -1.1358, -1.0314], [0.9803, 2.1347, 2.8798], [-0.8154, -1.0718, 5.6845], [-0.0380, -0.5301, 3.4643], [0.2116, -0.9336, 4.7681], [5.7003, 1.3707, -1.7168], [-3.6432, -4.2181, -1.3231], [4.1114, 0.0350, 0.1241], [-2.3577, -0.3411, 4.0233], [-1.3722, 3.5122, -2.0227], [-2.1120, -0.7485, 5.3210], [-0.2994, 2.9394, 2.7209], [-1.8565, 4.5524, 3.5501], [0.3715, -3.5003, -1.9422], [8.0890, 2.0769, -0.8089], [8.2797, 0.4205, -0.2342], [7.7660, 1.6779, 0.8847], [2.0522, -0.4816, 3.0825], [3.9824, 1.3039, -3.0127], [-1.7467, -4.5172, -3.1983], [-0.0270, 4.0290, 4.5505], [-3.8834, -3.3359, -3.2769], [-4.8859, -2.6205, -2.0327], [1.8315, 2.8120, 2.7781], [-4.6632, -1.6259, -0.0978], [-2.3238, 3.8265, -1.6068], [-3.2106, -1.9944, 0.8637], [-0.5908, 0.1913, -2.9124], [1.8817, 1.1650, 1.3235], [0.9966, 1.7536, 3.9017], [0.6388, -4.3567, -3.4630], [6.3200, 1.8818, -2.4449], [1.0801, -1.0390, 1.7083], [2.0115, 2.3414, -3.2962], [-2.7944, 3.1326, 0.6386], [1.2346, -1.1282, 5.0701], [-4.0286, -5.1239, -1.7938], [-1.4841, 4.8060, -3.7266], [3.4980, -0.5219, 0.8237], [-2.9160, -0.7968, 6.0422], [-1.2036, -6.0692, -2.5292], [-4.1237, -4.1072, -0.3504], [0.7502, 4.0577, -4.5719], [0.9659, -5.1552, -1.9191], [5.8305, 0.0659, 1.3963], [-2.1640, 5.2732, 4.2966], [-3.6103, 4.7875, 2.3123], [-3.7174, -0.3341, 0.6833]],
  "atomic_forces_ev_per_a": [[0.0, 0.0, -0.1], [0.1, -0.1, 0.0], [-0.1, 0.2, 0.5], [0.2, 0.2, 0.1], [-0.1, -0.1, -0.1], [0.0, -0.2, 0.2], [0.1, 0.1, 0.1], [0.0, 0.1, 0.0], [-0.1, 0.0, 0.0], [-0.1, 0.1, 0.0], [-0.1, 0.0, 0.0], [0.1, -0.3, 0.1], [0.0, -0.2, -0.1], [-0.4, -0.1, -0.3], [-0.1, -0.2, 0.2], [0.1, 0.1, -0.3], [0.0, 0.0, 0.0], [-0.1, -0.1, 0.1], [-0.2, 0.1, -0.3], [0.1, 0.0, -0.1], [-0.1, 0.2, 0.1], [0.0, 0.0, 0.0], [0.0, 0.0, 0.0], [0.0, 0.0, 0.0], [0.0, 0.1, 0.1], [0.1, -0.1, 0.0], [0.0, -0.1, 0.1], [0.0, 0.0, 0.1], [-0.2, 0.1, 0.0], [0.1, 0.0, 0.0], [0.1, 0.0, 0.0], [0.0, 0.0, 0.0], [0.0, -0.1, 0.1], [0.2, 0.1, 0.0], [0.1, 0.0, 0.1], [0.0, 0.0, 0.0], [0.0, 0.0, 0.1], [0.1, -0.1, -0.1], [0.0, 0.0, 0.0], [0.1, 0.2, 0.1], [-0.1, 0.0, -0.1], [0.0, -0.1, 0.2], [0.0, 0.0, -0.1], [0.0, 0.1, -0.1], [0.0, 0.0, 0.0], [0.2, 0.0, 0.0], [0.0, 0.0, 0.0], [-0.1, 0.1, -0.3], [0.0, 0.0, 0.2], [0.1, 0.0, -0.1], [0.0, -0.1, -0.1], [0.0, 0.0, 0.0], [0.0, 0.1, 0.0], [0.0, 0.0, 0.0], [0.0, 0.0, 0.0], [0.0, 0.0, 0.0], [0.0, 0.0, 0.0], [0.1, 0.0, 0.0], [0.1, 0.0, 0.1], [0.0, 0.0, 0.0], [0.0, 0.0, -0.1], [-0.1, 0.0, 0.0], [0.0, 0.0, 0.0], [0.0, 0.0, 0.0], [0.0, 0.0, 0.0], [0.0, 0.0, 0.0], [0.0, 0.0, 0.1], [0.0, 0.0, -0.1], [0.1, 0.0, 0.1], [0.0, -0.1, 0.0], [0.0, 0.0, 0.0], [0.1, 0.0, -0.1], [-0.1, 0.0, 0.0], [0.0, 0.0, 0.1], [0.0, 0.0, 0.0], [-0.1, 0.1, 0.1], [0.0, 0.0, 0.0], [0.0, 0.0, -0.1], [0.0, 0.0, 0.0], [0.0, 0.0, -0.1], [0.0, 0.0, 0.0], [0.0, 0.0, 0.0], [0.0, 0.0, 0.0], [0.0, 0.0, 0.0], [0.0, 0.0, 0.0], [0.0, 0.0, 0.0], [0.0, 0.0, 0.0]],
  "mulliken_charge": [0.033, -0.074, 2.244, 1.654, 1.103, -0.647, -0.698, -0.745, -0.760, -0.470, -0.720, -0.642, 0.158, 0.694, 0.217, 0.231, 0.436, -0.055, 1.179, -0.416, -0.285, 1.046, -0.934, -1.468, -0.398, -1.195, -0.667, -0.509, -1.181, -0.139, -0.974, -0.645, -0.721, -0.492, -1.098, -1.100, -1.063, -0.447, -0.909, 0.498, -1.421, -0.561, 0.494, -0.223, -0.990, -0.854, -0.285, -0.275, -0.163, -0.338, 0.958, -0.381, -0.027, 0.361, 0.293, 0.369, 0.451, 0.442, 0.208, 0.482, 0.526, 0.466, 0.460, 0.456, 0.356, 0.269, 0.957, 0.039, 0.507, 0.388, 0.344, 0.358, 0.293, 0.580, 0.423, 0.518, 0.421, 0.605, 0.389, 0.516, 0.440, 0.435, 0.398, 0.404, 0.421, 0.420, 0.033]
}